(1)
Density functional theory data (the ωB97M-V functional and the def2-TZVPD basis) for a 9-piece molecular cluster, C54H135O36P9 overall.

The geometry in ORCA input format:
```
! wB97M-V def2-TZVPD RIJCOSX def2/J DEFGRID3
* xyz 0 1
C -0.124 3.555 3.917
C 0.088 4.402 2.622
O -0.397 3.745 1.540
P 0.036 4.273 0.073
O 0.026 5.755 -0.132
O -0.965 3.500 -0.896
C -2.381 3.651 -0.652
C -2.989 3.231 -1.989
O 1.457 3.549 -0.226
C 2.679 4.212 0.190
C 3.431 3.293 1.146
H 0.164 3.952 4.891
H -1.176 3.283 4.003
H 0.379 2.592 3.838
H -0.531 5.300 2.647
H 1.133 4.700 2.543
H -2.577 2.881 0.095
H -2.740 4.643 -0.376
H -2.615 3.817 -2.829
H -2.832 2.197 -2.295
H -4.057 3.420 -2.107
H 3.292 4.376 -0.696
H 2.587 5.181 0.680
H 2.854 3.057 2.039
H 3.749 2.369 0.663
H 4.343 3.768 1.507
C -9.016 4.945 2.587
C -7.644 4.876 1.877
O -7.620 3.936 0.877
P -6.332 3.793 -0.074
O -6.506 2.704 -1.113
O -5.919 5.297 -0.668
C -6.604 5.726 -1.823
C -6.263 7.220 -2.044
O -5.064 3.440 0.956
C -5.149 2.243 1.796
C -4.338 2.550 2.999
H -9.066 5.848 3.196
H -9.852 4.971 1.888
H -9.172 4.040 3.173
H -7.346 5.822 1.427
H -6.817 4.616 2.537
H -6.286 5.182 -2.713
H -7.681 5.634 -1.683
H -7.105 7.618 -2.611
H -6.228 7.768 -1.102
H -5.295 7.455 -2.486
H -6.167 1.995 2.094
H -4.776 1.372 1.256
H -4.486 1.780 3.756
H -3.266 2.525 2.803
H -4.552 3.486 3.514
C 3.258 0.307 -6.327
C 2.007 1.129 -6.834
O 0.842 0.572 -6.234
P -0.337 1.572 -5.837
O -0.532 2.706 -6.788
O -1.564 0.593 -5.648
C -1.691 -0.590 -6.462
C -2.058 -1.661 -5.468
O -0.070 2.022 -4.287
C 0.911 3.028 -3.898
C 0.241 4.365 -4.012
H 3.383 0.417 -5.250
H 3.211 -0.738 -6.633
H 4.204 0.633 -6.762
H 2.043 2.213 -6.723
H 1.991 0.967 -7.912
H -2.380 -0.436 -7.292
H -0.739 -0.905 -6.890
H -3.053 -1.450 -5.077
H -2.010 -2.648 -5.928
H -1.394 -1.694 -4.604
H 1.220 2.890 -2.862
H 1.770 2.913 -4.560
H -0.455 4.535 -3.191
H 1.039 5.107 -3.979
H -0.424 4.503 -4.864
C 2.725 4.627 9.598
C 3.514 5.259 8.546
O 4.000 4.284 7.663
P 3.169 3.945 6.289
O 3.891 3.146 5.276
O 1.725 3.332 6.787
C 1.657 2.032 7.306
C 0.186 1.656 7.433
O 2.752 5.441 5.803
C 3.775 6.272 5.225
C 3.417 7.750 5.430
H 2.350 5.382 10.289
H 1.844 4.073 9.273
H 3.316 3.882 10.129
H 2.913 6.028 8.061
H 4.396 5.760 8.946
H 2.321 1.409 6.707
H 2.118 2.079 8.292
H -0.211 1.695 6.419
H -0.136 0.721 7.892
H -0.392 2.415 7.959
H 4.761 6.134 5.668
H 3.888 5.918 4.200
H 3.279 7.870 6.505
H 4.256 8.386 5.146
H 2.603 8.037 4.765
C 4.385 -2.694 -0.740
C 5.252 -2.259 0.367
O 5.267 -0.902 0.630
P 5.848 0.233 -0.458
O 6.331 1.463 0.247
O 4.606 0.453 -1.455
C 4.641 1.398 -2.513
C 5.659 1.106 -3.624
O 6.949 -0.611 -1.375
C 8.340 -0.780 -1.155
C 9.114 0.307 -1.951
H 4.747 -2.257 -1.671
H 4.391 -3.780 -0.826
H 3.370 -2.306 -0.650
H 4.900 -2.762 1.268
H 6.266 -2.629 0.214
H 3.678 1.547 -3.001
H 4.797 2.352 -2.008
H 5.602 1.667 -4.557
H 6.680 1.304 -3.298
H 5.623 0.023 -3.743
H 8.503 -0.762 -0.078
H 8.677 -1.742 -1.542
H 10.156 0.366 -1.638
H 9.157 0.249 -3.038
H 8.567 1.234 -1.775
C 0.066 -8.797 2.277
C 0.141 -8.434 0.772
O 1.331 -7.810 0.437
P 1.284 -6.191 0.238
O 2.513 -5.440 -0.123
O -0.019 -6.001 -0.815
C -0.653 -4.769 -1.062
C -0.141 -4.094 -2.411
O 0.581 -5.635 1.570
C 1.485 -5.362 2.660
C 1.400 -3.849 2.968
H 0.090 -7.900 2.896
H -0.895 -9.253 2.516
H 0.810 -9.467 2.707
H 0.153 -9.443 0.358
H -0.763 -7.890 0.498
H -1.738 -4.837 -1.143
H -0.551 -4.083 -0.220
H -0.491 -4.684 -3.258
H -0.438 -3.057 -2.566
H 0.949 -4.076 -2.443
H 0.985 -5.858 3.492
H 2.493 -5.776 2.615
H 1.715 -3.600 3.981
H 1.925 -3.267 2.211
H 0.377 -3.518 2.789
C -4.303 -4.935 1.041
C -3.854 -3.546 1.705
O -3.916 -3.713 3.103
P -4.928 -2.721 3.958
O -6.228 -2.361 3.318
O -5.168 -3.500 5.386
C -6.333 -3.097 6.067
C -6.348 -3.755 7.462
O -4.065 -1.352 4.260
C -2.732 -1.495 4.585
C -2.302 -0.087 5.080
H -3.979 -5.834 1.566
H -5.377 -5.078 0.924
H -4.029 -5.004 -0.012
H -2.767 -3.504 1.769
H -4.257 -2.597 1.351
H -6.422 -2.011 6.050
H -7.238 -3.364 5.521
H -6.060 -4.806 7.468
H -5.739 -3.245 8.208
H -7.362 -3.663 7.852
H -2.591 -2.156 5.440
H -2.080 -1.985 3.862
H -1.292 -0.181 5.477
H -2.462 0.726 4.371
H -2.944 0.289 5.877
C -1.235 -7.806 -6.758
C -0.909 -6.736 -5.826
O -0.605 -5.521 -6.496
P 0.850 -4.840 -6.693
O 1.791 -5.716 -7.442
O 0.399 -3.443 -7.459
C 0.949 -3.230 -8.702
C 0.747 -1.702 -9.209
O 1.218 -4.416 -5.174
C 2.580 -4.380 -4.835
C 3.321 -3.159 -5.316
H -2.188 -7.460 -7.159
H -0.489 -7.856 -7.551
H -1.476 -8.726 -6.226
H -1.757 -6.518 -5.178
H -0.030 -7.044 -5.260
H 2.019 -3.432 -8.666
H 0.564 -3.971 -9.403
H 0.864 -1.637 -10.290
H -0.216 -1.285 -8.914
H 1.515 -1.128 -8.691
H 2.553 -4.449 -3.748
H 3.138 -5.272 -5.122
H 3.128 -2.221 -4.795
H 4.407 -3.239 -5.262
H 3.104 -3.030 -6.376
C 1.239 -0.481 -2.853
C 1.037 0.186 -1.459
O 0.477 -0.904 -0.715
P -0.167 -0.529 0.765
O -0.648 -1.671 1.553
O -1.357 0.469 0.410
C -2.560 0.009 -0.254
C -2.383 -0.652 -1.677
O 1.015 0.368 1.521
C 2.127 -0.227 2.104
C 1.944 -0.557 3.617
H 1.941 0.082 -3.466
H 1.624 -1.488 -2.692
H 0.299 -0.607 -3.390
H 1.992 0.537 -1.068
H 0.365 1.034 -1.592
H -3.015 -0.639 0.495
H -3.272 0.831 -0.332
H -1.744 -0.124 -2.386
H -1.976 -1.662 -1.641
H -3.391 -0.625 -2.091
H 2.390 -1.170 1.625
H 2.977 0.439 1.951
H 2.843 -1.046 3.993
H 1.675 0.366 4.129
H 1.178 -1.298 3.844
*
```

Output
HOMO energy = -0.373 Ha
lowest unoccupied orbital energy = 0.62 eV
molar mass = 1639.4 g/mol

Atomic partial charges in e from the Löwdin method, atoms 1 to 2:
1. C -0.0312
2. C -0.3018



(2)
Density functional theory data (the ωB97M-V functional and the def2-TZVPD basis) for a 2-piece molecular cluster, C22H33FN4O3S overall.

The geometry in ORCA input format:
```
! wB97M-V def2-TZVPD RIJCOSX def2/J DEFGRID3
* xyz 0 1
C 0.090 -5.768 3.458
C -0.121 -4.119 3.308
O -1.491 -3.678 3.645
C -1.550 -2.239 3.945
C -0.713 -1.278 2.913
C -1.456 0.171 2.587
C -1.906 0.215 0.996
C -0.792 0.879 -0.005
C 0.502 -0.072 -0.339
C -0.084 -1.452 -1.002
C 1.053 -2.495 -1.559
C 0.225 -3.844 -2.091
N 0.527 -4.467 -3.459
O -0.754 -4.444 -1.383
C 1.719 -0.191 0.802
N 1.564 1.001 1.720
C 2.638 1.143 2.568
S 3.802 1.329 3.798
C 3.180 -0.363 0.018
O 4.351 -0.825 0.463
N 2.952 0.138 -1.417
C 1.462 0.511 -1.567
C 1.567 2.130 -1.796
C 2.829 2.855 -1.023
F 4.072 2.913 -1.876
H -0.356 -6.174 4.469
H 1.262 -5.968 3.356
H -0.409 -6.273 2.505
H 0.012 -3.906 2.141
H 0.730 -3.507 3.838
H -1.218 -1.964 5.044
H -2.691 -1.918 3.856
H -0.501 -1.766 1.856
H 0.316 -0.981 3.440
H -2.461 0.164 3.230
H -0.841 1.105 2.933
H -2.303 -0.839 0.675
H -2.855 0.940 0.960
H -1.347 1.058 -1.047
H -0.524 1.946 0.408
H -0.787 -2.077 -0.282
H -0.775 -1.120 -1.917
H 1.719 -2.876 -0.661
H 1.664 -2.119 -2.484
H 1.270 -5.199 -3.353
H 0.799 -3.719 -4.137
H 1.732 -1.131 1.498
H 3.247 -0.566 -2.142
H 1.009 0.125 -2.587
H 1.771 2.288 -2.961
H 0.594 2.735 -1.559
H 3.058 2.424 0.043
H 2.533 3.998 -0.852
C -2.783 6.370 -2.699
C -1.689 5.815 -3.355
C -1.486 4.448 -3.251
N -2.289 3.621 -2.546
C -3.342 4.189 -1.918
C -3.629 5.543 -1.966
H -2.975 7.437 -2.758
H -1.011 6.432 -3.933
H -0.648 3.967 -3.747
H -3.970 3.503 -1.357
H -4.490 5.945 -1.445
*
```

Output
HOMO energy = -0.349 Ha
lowest unoccupied orbital energy = -0.68 eV
molar mass = 452.6 g/mol

Atomic partial charges in e from the natural (NBO) method, atoms 1 to 2:
1. C -0.6458
2. C -0.0790



(3)
Density functional theory data (the ωB97M-V functional and the def2-TZVPD basis) for C2H2Br3ClS as an isolated structure.

The geometry in ORCA input format:
```
! wB97M-V def2-TZVPD RIJCOSX def2/J DEFGRID3
* xyz 0 1
C 0.193 -0.173 1.886
C -0.729 -0.312 -1.663
S 1.677 0.463 2.220
Cl 1.497 2.283 1.325
Br -0.326 -1.809 2.438
Br 1.198 -0.516 -1.317
Br -1.328 1.523 -1.340
H -1.330 -1.007 -0.898
H -0.851 -0.453 -2.650
*
```

Output
HOMO energy = -0.323 Ha
lowest unoccupied orbital energy = -0.64 eV
molar mass = 333.3 g/mol

Atomic partial charges in e from the natural (NBO) method, atoms 1 to 2:
1. C -0.5198
2. C -0.4876



(4)
Density functional theory data (the ωB97M-V functional and the def2-TZVPD basis) for one molecule with the formula C5H8O.

The geometry in ORCA input format:
```
! wB97M-V def2-TZVPD RIJCOSX def2/J DEFGRID3
* xyz 0 1
C 1.691 0.328 -0.130
C 0.282 0.187 0.415
C -0.443 -1.185 0.319
C -1.698 -0.395 -0.053
O -2.877 -0.609 0.041
C -0.867 0.838 -0.399
H 1.773 -0.112 -1.132
H 1.965 1.387 -0.206
H 2.427 -0.161 0.516
H 0.240 0.543 1.451
H -0.494 -1.835 1.196
H -0.093 -1.767 -0.544
H -1.251 1.819 -0.105
H -0.632 0.847 -1.471
*
```

Output
HOMO energy = -0.349 Ha
lowest unoccupied orbital energy = 0.99 eV
molar mass = 84.1 g/mol

Atomic partial charges in e from the natural (NBO) method, atoms 1 to 2:
1. C -0.6054
2. C -0.2041



(5)
Density functional theory data (the ωB97M-V functional and the def2-TZVPD basis) for a 2-piece molecular cluster, C4H9Cl2N2 overall.

The geometry in ORCA input format:
```
! wB97M-V def2-TZVPD RIJCOSX def2/J DEFGRID3
* xyz 1 1
C -1.442 0.234 -0.923
C 3.050 -2.026 0.585
C -1.160 1.440 1.114
C 1.958 -1.332 0.270
N -1.579 0.304 0.334
N -1.128 1.007 -1.892
Cl 0.459 -2.000 0.796
Cl 1.861 0.245 -0.422
H 2.838 -2.824 1.220
H 4.094 -1.681 0.550
H -1.913 -0.649 -1.385
H -0.015 1.273 1.222
H -1.304 2.415 0.419
H -1.808 1.373 1.952
H -1.817 -0.570 0.796
H -1.331 0.813 -2.854
H -0.762 1.978 -1.781
*
```

Output
HOMO energy = -0.480 Ha
lowest unoccupied orbital energy = -3.05 eV
molar mass = 156.0 g/mol

Atomic partial charges in e from the natural (NBO) method, atoms 1 to 2:
1. C 0.3953
2. C -0.3711



(6)
Density functional theory data (the ωB97M-V functional and the def2-TZVPD basis) for C2H7OPS as an isolated structure.

The geometry in ORCA input format:
```
! wB97M-V def2-TZVPD RIJCOSX def2/J DEFGRID3
* xyz 0 3
C -0.280 2.076 -0.306
C 1.122 -2.030 -0.104
O 0.061 0.927 0.595
P -0.683 -0.463 0.445
S -2.390 -0.447 -0.419
H -1.452 2.094 -0.387
H 0.208 1.900 -1.252
H 0.321 2.950 -0.042
H 1.459 -1.825 -1.153
H 1.744 -1.472 0.604
H 0.628 -2.923 0.066
H -0.739 -0.788 1.953
*
```

Output
HOMO energy (spin up / spin down) = -0.215 / -0.352 Ha
lowest unoccupied orbital energy (spin up / spin down) = 0.81 / -2.35 eV
molar mass = 110.1 g/mol

Atomic partial charges in e from the natural (NBO) method, atoms 1 to 2:
1. C -0.2791
2. C -0.5954



What is the molar mass in the fifth record? 156.0 g/mol



The lowest molar mass belongs to which entry? C5H8O



The lowest molar mass belongs to which entry? C5H8O



Look up the molar mass of the second one. 452.6 g/mol